DFT (ωB97M-V/def2-TZVPD) results for a cluster of 15 separate species, C45H116BF9N8O26S3 in total in a non-equilibrium geometry.

Each line ends with the Mulliken charge.
Atoms and positions in Å:
1 C 19.351 13.657 11.684  0.568
2 C 25.724 22.672 20.960  -0.364
3 F 17.299 12.870 19.578  -0.233
4 H 29.328 14.282 12.003  0.549
5 H 18.701 16.575 14.838  0.132
6 O 25.761 22.266 18.710  -0.298
7 C 23.606 18.142 12.267  -0.827
8 C 12.406 17.862 12.262  -0.780
9 C 18.600 9.823 18.660  -0.889
10 H 27.832 15.495 18.219  0.259
11 H 22.469 18.821 21.848  0.569
12 C 19.177 19.482 18.347  -1.099
13 O 19.117 11.324 12.683  -0.687
14 O 12.990 17.579 13.534  -0.293
15 H 18.075 10.152 19.568  0.255
16 O 30.076 16.494 17.079  -0.670
17 H 33.350 12.843 12.501  0.254
18 H 15.077 16.516 17.279  0.445
19 H 28.908 25.129 19.583  0.387
20 H 24.749 23.091 17.035  0.426
21 C 28.091 15.920 12.225  1.207
22 H 25.249 22.980 21.896  0.410
23 H 24.046 15.089 15.078  -0.855
24 N 26.487 16.982 17.472  3.725
25 H 20.819 12.487 19.007  0.730
26 H 26.586 17.839 22.218  0.339
27 O 30.143 15.594 14.759  -0.808
28 H 23.447 18.080 20.555  -0.468
29 H 27.517 16.065 7.842  0.308
30 O 16.785 16.228 15.443  -0.619
31 F 19.599 13.330 10.407  -0.284
32 H 22.593 16.774 23.164  0.491
33 S 20.069 12.404 12.844  1.093
34 F 32.193 17.530 15.155  -0.225
35 H 24.213 19.686 14.450  0.183
36 O 26.858 14.617 16.363  0.067
37 C 26.110 14.677 17.641  0.796
38 H 22.232 11.707 18.698  0.541
39 C 17.878 13.913 18.979  0.460
40 H 21.080 19.458 17.273  0.346
41 H 29.851 15.422 13.118  0.072
42 C 22.282 14.938 13.827  -0.660
43 H 12.884 17.001 16.272  0.398
44 C 25.058 19.303 13.856  -0.646
45 N 22.450 16.393 13.546  1.043
46 F 30.760 18.350 13.873  -0.216
47 H 32.521 16.121 11.178  0.565
48 H 30.841 23.777 20.613  0.324
49 H 25.386 12.284 20.899  0.309
50 F 18.279 13.549 17.771  -0.113
51 H 23.073 16.824 14.226  -0.114
52 C 26.958 13.310 15.842  -0.740
53 H 27.836 23.292 21.255  0.475
54 H 18.639 19.764 17.437  0.882
55 H 17.313 18.125 16.109  0.261
56 N 21.163 18.005 18.869  3.870
57 H 27.259 18.905 16.998  0.314
58 N 14.684 17.764 15.629  0.032
59 H 25.566 19.124 18.899  -0.005
60 H 24.099 13.119 21.732  0.349
61 H 21.523 14.784 14.584  -0.148
62 H 22.823 18.836 12.602  0.317
63 S 29.770 16.688 15.678  1.223
64 O 27.798 16.090 9.873  -0.397
65 O 21.858 16.940 21.236  -0.049
66 H 24.070 21.629 17.685  0.219
67 H 22.499 21.187 14.640  -0.058
68 O 24.116 13.097 19.571  -0.428
69 H 21.866 11.905 16.295  0.310
70 O 20.037 13.512 20.133  -0.836
71 C 26.957 24.865 20.556  -0.630
72 F 16.901 14.820 18.780  -0.252
73 H 25.452 17.134 17.591  -1.847
74 H 27.484 15.507 13.007  -1.662
75 S 19.215 14.690 19.913  0.976
76 H 23.927 22.194 19.760  0.405
77 H 23.489 15.832 22.021  0.204
78 H 25.278 12.965 11.960  0.156
79 H 27.167 19.470 21.825  0.343
80 C 18.136 21.179 19.559  -0.841
81 C 15.454 17.449 16.862  -1.413
82 C 24.520 12.895 12.734  -0.656
83 O 20.578 18.281 13.932  -0.779
84 C 21.539 18.880 19.962  -0.921
85 C 23.061 16.718 12.245  -0.307
86 H 13.036 18.726 16.639  0.315
87 H 27.322 14.470 10.893  0.281
88 H 19.307 10.801 16.393  0.472
89 H 30.827 23.992 22.343  0.264
90 C 13.202 17.961 15.866  -0.580
91 O 28.999 24.486 21.530  -0.440
92 C 20.144 10.786 17.092  -1.056
93 C 26.982 15.816 8.750  -0.846
94 H 22.405 13.935 20.350  1.058
95 H 26.443 16.069 19.301  0.270
96 H 12.980 19.492 14.322  0.360
97 H 15.014 18.634 15.206  0.362
98 C 20.384 18.781 17.817  -0.543
99 C 26.781 15.804 18.299  -0.981
100 H 26.779 16.677 16.537  -1.018
101 H 17.952 15.111 14.152  0.155
102 H 12.620 17.106 11.497  0.258
103 H 24.662 11.939 13.261  0.290
104 C 30.353 15.831 11.229  -0.604
105 H 11.500 18.548 14.557  0.505
106 H 30.152 16.878 11.052  0.354
107 H 20.582 19.246 20.339  0.710
108 H 22.314 16.568 11.475  0.516
109 H 27.190 16.394 14.364  0.023
110 O 24.702 18.108 13.163  0.097
111 O 19.212 19.708 13.027  -0.669
112 F 30.891 19.041 15.906  -0.243
113 H 33.432 14.411 13.444  0.279
114 H 17.747 21.755 18.719  0.330
115 H 28.569 26.324 20.856  0.459
116 H 23.308 15.043 19.385  -1.507
117 H 28.140 16.985 12.400  0.899
118 H 14.837 16.939 15.055  0.427
119 O 19.585 10.831 18.385  -0.289
120 H 17.347 20.484 19.833  0.305
121 O 19.659 15.633 18.845  -0.983
122 O 20.025 13.124 14.126  -0.443
123 H 23.515 12.862 12.288  0.210
124 H 18.595 18.741 18.900  0.330
125 H 18.405 21.851 20.358  0.280
126 H 18.512 15.246 15.942  0.007
127 H 27.568 12.640 16.451  0.347
128 H 22.081 19.733 19.540  0.254
129 C 27.243 18.258 17.881  -0.918
130 H 11.345 17.977 12.380  0.314
131 H 27.183 19.880 19.292  0.247
132 H 21.848 15.378 22.592  0.291
133 F 18.025 13.663 11.761  -0.251
134 O 26.660 18.069 20.239  -0.316
135 O 21.359 12.151 12.268  -0.751
136 O 19.376 20.593 19.177  -0.351
137 H 26.230 13.743 18.202  0.757
138 O 18.680 15.327 21.073  -0.725
139 H 25.469 20.103 13.243  0.317
140 H 20.458 12.928 16.654  -0.223
141 C 27.266 15.543 11.040  -0.731
142 C 24.782 13.198 20.868  -0.711
143 H 28.326 18.029 17.961  0.476
144 C 18.063 15.717 15.058  -0.145
145 H 27.389 13.486 14.860  0.030
146 H 26.078 21.663 21.196  -0.097
147 H 25.037 14.849 17.443  -0.998
148 C 21.020 12.020 16.973  0.387
149 H 25.996 12.879 15.529  0.176
150 C 33.258 13.942 12.463  -0.737
151 H 23.886 16.035 12.053  -0.064
152 C 31.740 15.685 11.837  -0.316
153 H 17.400 16.821 17.341  -0.212
154 H 21.597 16.916 13.707  0.351
155 C 16.859 17.167 16.453  0.753
156 F 19.832 14.899 11.860  -0.159
157 H 30.740 25.437 21.294  0.352
158 H 34.044 14.328 11.776  0.315
159 C 24.866 22.744 19.729  -0.365
160 H 21.505 14.423 18.048  -0.673
161 C 23.588 14.365 14.407  -0.066
162 H 23.920 18.417 11.246  0.503
163 H 24.658 23.776 19.428  0.394
164 H 25.468 14.038 20.891  0.174
165 H 25.501 21.556 16.738  0.203
166 N 19.836 19.310 14.035  0.611
167 C 22.252 13.652 18.250  -1.337
168 H 20.663 9.842 16.964  0.515
169 C 26.491 18.666 21.523  -0.839
170 H 26.339 25.076 21.424  0.402
171 H 26.221 15.777 11.023  0.075
172 H 22.508 15.865 16.666  -0.110
173 H 20.216 18.104 16.985  0.296
174 H 26.491 25.253 19.657  0.338
175 H 30.258 15.234 10.324  0.327
176 H 26.711 14.771 8.605  0.368
177 C 28.432 25.279 20.560  -0.606
178 H 23.427 13.493 15.059  0.633
179 O 19.833 19.852 15.183  -0.489
180 H 22.803 13.598 17.310  0.225
181 N 29.392 15.286 12.227  0.565
182 H 12.736 18.782 11.789  0.333
183 C 26.626 18.939 19.138  0.054
184 B 23.248 16.857 17.187  -0.217
185 H 15.323 18.238 17.597  0.466
186 N 21.553 12.363 18.300  0.387
187 H 25.458 19.033 21.671  0.209
188 C 30.943 17.926 15.141  0.448
189 H 27.261 22.949 19.735  0.457
190 H 20.525 17.271 19.170  -0.085
191 C 25.014 22.139 17.500  -0.866
192 C 22.415 18.152 20.980  -0.038
193 O 28.515 17.356 15.355  -0.638
194 O 24.665 14.084 13.529  0.213
195 N 27.017 23.384 20.635  -0.068
196 C 30.434 24.408 21.413  -0.783
197 H 22.030 17.608 18.319  -1.871
198 H 19.163 8.905 18.868  0.323
199 H 26.103 16.453 8.782  0.282
200 H 22.015 14.554 12.858  0.740
201 H 25.798 18.991 14.582  -0.188
202 H 17.931 9.652 17.839  0.361
203 C 12.587 18.477 14.579  -0.652
204 C 22.494 16.187 22.255  -1.002
205 H 31.776 16.172 12.832  0.056
206 H 24.481 15.748 19.623  0.631
207 C 23.048 13.987 19.469  0.880
208 O 31.959 14.293 11.915  -0.326

The charge is +2. The value obtained for the largest force on an atom is 2.9 eV/Å. As for the HOMO-LUMO gap: 2.173 eV. Its LUMO energy is -7.39 eV. The highest occupied orbital energy comes out at -9.565 eV.